(1)
# C3H4NS

A structure of composition C3H4NS at a distorted geometry (wB97M-V/def2-TZVPD, the OMol25 dataset).

Values from the calculation:
ΔE to the lowest compared entry with this formula, charge and spin = 91.7 kcal/mol
charge = +1

Positions of all 9 atoms, in Å:
C  0.638569  1.048846  1.003488
C  -1.701633  -0.473041  -0.053664
C  0.796856  -0.560407  -0.699424
N  1.067422  0.185674  0.266617
S  -1.724413  0.887353  0.734209
H  0.872571  1.655631  1.849559
H  -2.249852  -1.086544  -0.865277
H  1.335119  -1.504167  -0.521911
H  0.965360  -0.153345  -1.713594

Force components x, y, z for each atom (eV/Å):
C -0.3632 -2.0684 -0.3566
C 0.3926 1.8228 -1.6225
C 0.8442 -3.2740 -2.8934
N -1.0448 5.5062 3.8948
S 0.5665 -2.7591 -0.9704
H 0.6202 0.5371 -0.0448
H 0.7610 0.8572 2.0197
H -1.1924 -0.5187 -0.4777
H -0.5839 -0.1029 0.4510

---

(2)
# C3H4NS

The ion C3H4NS with charge +1 at a distorted geometry (wB97M-V/def2-TZVPD, the OMol25 dataset).

Values from the calculation:
ΔE to the lowest compared entry with this formula, charge and spin = 89.1 kcal/mol
charge = +1

Positions of all 9 atoms, in Å:
C  -1.683100  -1.017617  -0.018476
C  0.590625  -0.568854  0.182529
C  0.156182  0.863766  -0.071415
N  -0.570223  -1.477501  0.022821
S  -1.741019  1.018625  0.023767
H  1.172696  -0.802751  -0.695263
H  0.952254  -0.671500  1.188642
H  0.657457  1.646986  0.448002
H  0.465130  1.008842  -1.080609

Force components x, y, z for each atom (eV/Å):
C 4.8210 0.7586 0.2588
C 0.0069 0.1950 0.1381
C -1.3721 -0.0586 -1.1706
N -5.5740 1.5439 -0.1147
S 0.7011 -2.2400 0.0579
H 1.0809 -0.5769 0.6517
H 0.7433 -0.6573 0.0835
H 0.0379 0.3882 1.1129
H -0.4450 0.6471 -1.0176

---

(3)
# C3H4NS

The ion C3H4NS with charge +1 at a distorted geometry (wB97M-V/def2-TZVPD, the OMol25 dataset).

Values from the calculation:
ΔE to the lowest compared entry with this formula, charge and spin = 87.8 kcal/mol
charge = +1

Positions of all 9 atoms, in Å:
C  -1.007117  -1.084018  -0.790843
C  -2.172169  -0.659182  -0.632734
C  -1.061308  1.115055  0.647066
N  0.289706  -1.071024  -0.744899
S  -2.594923  0.627184  0.407675
H  -0.848917  2.144026  1.067796
H  -0.149575  0.859457  0.182207
H  0.861281  -1.990644  -0.456711
H  0.688849  -0.406726  -1.343867

Force components x, y, z for each atom (eV/Å):
C -2.0402 0.8475 1.1679
C 0.8615 -1.0457 -1.0581
C -1.0899 4.5011 1.1347
N 0.8803 -4.5275 1.1225
S 2.0998 -0.8965 -0.0455
H -0.9325 -1.1594 0.2266
H 0.4569 -1.3039 -0.3969
H -1.5807 2.8504 -1.0492
H 1.3447 0.7340 -1.1019

---

(4)
# C3H4NS

The ion C3H4NS with charge +1 at a distorted geometry (wB97M-V/def2-TZVPD, the OMol25 dataset).

Values from the calculation:
ΔE to the lowest compared entry with this formula, charge and spin = 66.8 kcal/mol
charge = +1

Positions of all 9 atoms, in Å:
C  0.258926  -1.016291  -0.117986
C  -0.946555  -1.188817  -0.153506
C  -1.171595  1.387080  -0.025235
N  1.509969  -0.982882  -0.049467
S  -2.088079  0.058047  -0.046468
H  -1.545771  2.320230  0.416775
H  -0.153466  1.257250  -0.043910
H  1.946869  -1.017134  0.822357
H  2.189705  -0.817483  -0.802562

Force components x, y, z for each atom (eV/Å):
C -0.1880 -0.9071 -0.5369
C -1.7996 -0.0113 -0.3137
C -2.5320 0.5422 1.8171
N 2.7787 0.5138 -1.2346
S -0.1102 0.3864 -0.1042
H -0.2603 -0.1295 -0.9233
H 2.3153 0.0318 -0.4873
H 0.7200 -0.1611 1.7904
H -0.9239 -0.2652 -0.0075

---

(5)
# C3H4NS

A structure of composition C3H4NS at a distorted geometry (wB97M-V/def2-TZVPD, the OMol25 dataset).

Values from the calculation:
ΔE to the lowest compared entry with this formula, charge and spin = 122.6 kcal/mol
charge = +1

Positions of all 9 atoms, in Å:
C  -1.087633  0.601053  -0.212448
C  -1.329768  0.276501  -1.376169
C  0.669423  -0.876719  -0.156481
N  -0.183046  0.781556  0.741684
S  0.083599  -0.774209  -1.836441
H  1.791853  -1.047339  -0.146055
H  0.075224  -1.167825  0.682424
H  0.396713  1.643740  0.602602
H  -0.416366  0.563241  1.700883

Force components x, y, z for each atom (eV/Å):
C -0.8181 -0.0273 -0.4436
C 0.7633 -1.0156 -0.7547
C 1.8464 -1.4966 -2.3549
N 1.0324 2.9147 -0.3863
S -0.9173 1.3032 2.8161
H -1.3695 0.1800 0.5275
H 0.0209 -1.2196 -0.2930
H -0.6782 -0.5783 0.6463
H 0.1201 -0.0606 0.2427

---

(6)
# C3H4NdO

A structure of composition C3H4NdO at a distorted geometry (wB97M-V/def2-TZVPD, the OMol25 dataset).

Values from the calculation:
expectation value of S² = 6.00
charge = +2
electronic energy = -20476.5584 eV
2S+1 = 5

Positions of all 9 atoms, in Å:
C  -0.992945  -1.137553  -0.191887
C  -1.024342  0.239320  -0.183368
C  0.263003  0.492775  0.413919
O  1.381654  0.543970  -0.093065
Nd  3.958628  0.955990  0.652020
H  -1.210419  -1.692306  -1.105807
H  -0.748587  -1.732628  0.691049
H  -1.380139  0.830564  -1.028447
H  -0.246851  1.499869  0.845582

Force components x, y, z for each atom (eV/Å):
C -1.7111 0.1483 -1.0467
C 1.5262 -6.0426 -2.2359
C -3.3900 8.6234 0.1338
O 1.6718 -1.5491 0.6879
Nd -1.1828 -0.1381 -0.4143
H -1.0967 -0.2097 0.5359
H 0.7253 0.2535 -0.2746
H 0.3942 -0.0088 -0.0185
H 3.0631 -1.0768 2.6324

---

(7)
# C3H4NiO4

A structure of composition C3H4NiO4 at a distorted geometry (wB97M-V/def2-TZVPD, the OMol25 dataset).

Values from the calculation:
ΔE to the lowest compared entry with this formula, charge and spin = 0.0 kcal/mol
expectation value of S² = 3.76
charge = +1
2S+1 = 4

Positions of all 12 atoms, in Å:
O  0.095083  1.024347  2.742039
C  -0.336605  0.603164  1.723190
O  -1.402902  0.251560  1.203506
O  0.723731  0.108477  0.356183
C  1.879894  0.105602  -1.696959
C  0.787446  0.037135  -2.644729
O  -0.372487  -0.350775  -2.268092
H  1.486726  -0.271954  0.807475
H  2.249847  -0.864070  -1.340281
H  2.610619  0.906103  -1.832037
H  0.945866  0.351145  -3.684988
Ni  -0.951768  -0.445862  -0.530870

Force components x, y, z for each atom (eV/Å):
O -0.0526 -0.8399 -2.7556
C 0.5397 0.4212 2.3266
O -1.0544 -0.0591 -0.9323
O -0.2768 0.6522 1.2913
C 0.5177 -0.4919 -1.9306
C -0.6817 -0.0353 1.9418
O 1.1566 0.2849 -2.0062
H 0.0571 -0.2976 -0.1414
H -0.3131 0.5375 0.3228
H -0.1431 -0.2455 0.1391
H -0.3347 0.0085 0.1602
Ni 0.5853 0.0650 1.5843

---

(8)
# C3H4O

The molecule C3H4O at a distorted geometry (wB97M-V/def2-TZVPD, the OMol25 dataset).

Values from the calculation:
structure (SMILES) = C=CC=O
ΔE to the lowest compared entry with this formula, charge and spin = 19.2 kcal/mol
charge = 0

Positions of all 8 atoms, in Å:
C  1.318298  0.060369  -0.153089
C  0.119009  -0.582891  0.003471
C  -1.342029  0.287962  0.172189
O  -2.434570  -0.202966  0.156646
H  2.338028  -0.419108  -0.289881
H  1.417978  1.129887  -0.240348
H  -0.164760  -1.601621  -0.139785
H  -1.251955  1.328366  0.490799

Force components x, y, z for each atom (eV/Å):
C -0.6254 -1.8660 -0.1078
C -1.2317 3.6087 -0.6580
C 2.2870 -1.4931 0.6092
O 0.6232 -0.3979 -0.4475
H -1.6616 0.0744 0.1793
H -0.4830 0.3393 0.4132
H 0.5944 -0.7893 0.2756
H 0.4971 0.5239 -0.2639

---

The following molar mass values (in g/mol) correspond, in order, to the records above: 86.139 86.139 86.139 86.139 86.139 200.304 162.754 56.064.